Here is a 13-piece molecular cluster, C44H116N7O18 overall in a non-equilibrium geometry from the OMol25 dataset. Energies are from ωB97M-V/def2-TZVPD.

Output
Net charge: -3
E_HOMO (eV): -0.01
M (g/mol): 1031.443
E_tot (eV): -94784.51337
Kohn-Sham gap (eV): 4.433
LUMO (eV): 4.42
Strongest force on any atom (Eh/bohr): 0.0700

Last columns: bonded neighbours and bond lengths (Å).
Geometry (Å):
1 C -7.892 -6.695 9.634  C2 1.497, H12 1.101, H13 1.065, H14 1.078
2 C -6.946 -5.565 9.367  C1 1.497, C3 1.516, N7 1.394, C11 1.593
3 C -6.659 -5.591 7.878  C2 1.516, C4 1.513, H15 1.056, H16 1.129
4 C -5.813 -4.463 7.330  C3 1.513, C5 1.534, H17 1.104, H18 1.071
5 C -6.616 -3.196 7.651  C4 1.534, C6 1.564, H19 1.090, H20 1.130
6 C -6.928 -3.082 9.180  C5 1.564, N7 1.558, C9 1.514, C10 1.547
7 N -7.620 -4.386 9.678  C2 1.394, C6 1.558, O8 1.399
8 O -7.692 -4.304 11.073  N7 1.399
9 C -7.995 -2.009 9.227  C6 1.514, H21 1.072, H22 1.083, H23 1.097
10 C -5.711 -2.612 10.011  C6 1.547, H24 1.119, H25 1.085, H26 1.049
11 C -5.701 -5.886 10.307  C2 1.593, H27 1.093, H28 1.122, H29 1.109
12 H -8.689 -6.686 8.874  C1 1.101
13 H -8.275 -6.620 10.624  C1 1.065
14 H -7.417 -7.647 9.459  C1 1.078
15 H -7.593 -5.375 7.435  C3 1.056
16 H -6.300 -6.613 7.559  C3 1.129
17 H -5.666 -4.489 6.236  C4 1.104
18 H -4.872 -4.489 7.840  C4 1.071
19 H -7.628 -3.264 7.252  C5 1.090
20 H -6.188 -2.185 7.381  C5 1.130
21 H -8.296 -1.929 10.253  C9 1.072
22 H -8.862 -2.295 8.645  C9 1.083
23 H -7.603 -1.071 8.816  C9 1.097
24 H -4.831 -2.695 9.325  C10 1.119
25 H -5.601 -3.246 10.885  C10 1.085
26 H -5.747 -1.592 10.255  C10 1.049
27 H -5.564 -6.901 10.690  C11 1.093
28 H -5.913 -5.251 11.207  C11 1.122
29 H -4.801 -5.420 9.857  C11 1.109
30 O 3.370 2.105 0.369  C31 1.395
31 C 1.981 2.045 0.477  O30 1.395, C32 1.490, H34 1.085, H35 1.113
32 C 1.451 3.170 -0.344  C31 1.490, O33 1.468, H36 1.104, H37 1.063
33 O -0.016 3.126 -0.319  C32 1.468, H46 0.992
34 H 1.632 2.054 1.504  C31 1.085
35 H 1.563 1.109 0.041  C31 1.113
36 H 1.841 3.188 -1.377  C32 1.104
37 H 1.826 4.058 0.102  C32 1.063
38 C -2.535 4.871 1.579  C39 1.497, O41 1.438, H42 1.114, H43 1.095
39 C -2.522 5.249 0.130  C38 1.497, O40 1.372, H44 1.067, H45 1.107
40 O -1.244 5.330 -0.362  C39 1.372
41 O -2.291 3.481 1.858  C38 1.438, H47 0.947
42 H -3.504 5.243 1.982  C38 1.114
43 H -1.771 5.394 2.164  C38 1.095
44 H -3.055 6.172 0.071  C39 1.067
45 H -3.157 4.508 -0.392  C39 1.107
46 H -0.488 3.982 -0.486  O33 0.992
47 H -1.521 3.238 1.365  O41 0.947
48 C 1.829 7.851 1.612  C49 1.553, O51 1.377, H52 1.062, H53 1.103
49 C 1.065 7.255 0.398  C48 1.553, O50 1.408, H54 1.071, H55 1.122
50 O -0.306 7.508 0.595  C49 1.408, H56 1.039
51 O 1.500 7.320 2.839  C48 1.377, H57 0.976
52 H 1.703 8.905 1.642  C48 1.062
53 H 2.886 7.615 1.395  C48 1.103
54 H 1.130 6.187 0.340  C49 1.071
55 H 1.436 7.628 -0.592  C49 1.122
56 H -0.742 6.675 0.155  O50 1.039
57 H 0.529 7.223 2.849  O51 0.976
58 C -0.344 -0.038 -1.241  C59 1.465, O61 1.423, H62 1.069, H63 1.095
59 C -0.495 -0.531 -2.612  C58 1.465, O60 1.433, H64 1.118, H65 1.093
60 O -1.698 -1.293 -2.768  C59 1.433, H66 0.956
61 O -1.509 0.696 -0.882  C58 1.423, H67 1.012
62 H 0.506 0.608 -1.290  C58 1.069
63 H -0.263 -0.825 -0.485  C58 1.095
64 H 0.390 -1.189 -2.798  C59 1.118
65 H -0.457 0.312 -3.307  C59 1.093
66 H -2.367 -0.779 -2.318  O60 0.956
67 H -1.190 1.630 -0.660  O61 1.012
68 C -1.067 6.294 -3.463  C69 1.485, O71 1.394, H72 1.074, H73 1.129
69 C -0.412 6.938 -4.630  C68 1.485, O70 1.473, H74 1.095, H75 1.097
70 O -0.327 6.011 -5.772  C69 1.473, H76 1.011
71 O -0.200 5.378 -2.870  C68 1.394, H77 1.016
72 H -2.023 5.877 -3.721  C68 1.074
73 H -1.350 7.152 -2.786  C68 1.129
74 H 0.577 7.305 -4.338  C69 1.095
75 H -1.068 7.720 -5.034  C69 1.097
76 H -0.946 5.275 -5.459  O70 1.011
77 H -0.543 5.259 -1.921  O71 1.016
78 C 3.986 2.587 -4.217  O79 1.383, H80 1.151, H81 1.080, H82 1.111
79 O 3.068 1.562 -4.083  C78 1.383, H83 0.973
80 H 5.043 2.245 -4.521  C78 1.151
81 H 3.655 3.303 -4.955  C78 1.080
82 H 4.081 3.268 -3.345  C78 1.111
83 H 3.026 1.206 -3.178  O79 0.973
84 C 5.858 -0.183 -0.965  C85 1.515, H90 1.093, H91 1.097, H92 1.115
85 C 4.836 -0.152 -2.082  C84 1.515, C86 1.494, N89 1.539, H93 1.072
86 C 4.621 -1.443 -2.801  C85 1.494, O87 1.426, H94 1.101, H95 1.100
87 O 5.832 -2.012 -3.294  C86 1.426, C88 1.413
88 C 6.309 -1.094 -4.256  O87 1.413, H96 1.119, H97 1.085, H98 1.096
89 N 3.430 0.302 -1.652  C85 1.539, H99 1.044, H100 1.022
90 H 6.889 -0.277 -1.316  C84 1.093
91 H 5.710 -1.106 -0.390  C84 1.097
92 H 5.495 0.672 -0.349  C84 1.115
93 H 5.141 0.638 -2.738  C85 1.072
94 H 3.965 -1.346 -3.681  C86 1.101
95 H 4.206 -2.220 -2.142  C86 1.100
96 H 6.787 -0.188 -3.806  C88 1.119
97 H 5.504 -0.723 -4.882  C88 1.085
98 H 7.118 -1.569 -4.822  C88 1.096
99 H 2.938 -0.405 -1.063  N89 1.044
100 H 3.553 1.146 -1.089  N89 1.022
101 C -0.548 -1.888 3.726  C102 1.461, H107 1.135, H108 1.070, H109 1.109
102 C -0.310 -1.967 2.287  C101 1.461, C103 1.523, N106 1.439, H110 1.099
103 C 0.950 -1.194 1.922  C102 1.523, O104 1.450, H111 1.101, H112 1.111
104 O 2.124 -1.920 2.365  C103 1.450, C105 1.412
105 C 3.266 -1.146 2.060  O104 1.412, H113 1.058, H114 1.106, H115 1.083
106 N -0.012 -3.274 1.762  C102 1.439, H116 1.057, H117 1.037
107 H -1.150 -2.762 4.127  C101 1.135
108 H -1.018 -0.989 4.067  C101 1.070
109 H 0.401 -2.006 4.287  C101 1.109
110 H -1.177 -1.731 1.655  C102 1.099
111 H 1.027 -0.159 2.291  C103 1.101
112 H 1.005 -1.249 0.814  C103 1.111
113 H 3.245 -0.261 2.639  C105 1.058
114 H 3.275 -0.905 0.981  C105 1.106
115 H 4.192 -1.706 2.117  C105 1.083
116 H -0.810 -3.904 2.049  N106 1.057
117 H 0.850 -3.520 2.285  N106 1.037
118 C 0.096 -4.822 -3.063  C119 1.589, H124 1.105, H125 1.105, H126 1.097
119 C -0.058 -5.516 -1.642  C118 1.589, C120 1.553, N123 1.517, H127 1.146
120 C 0.010 -7.068 -1.636  C119 1.553, O121 1.443, H128 1.069, H129 1.131
121 O -1.129 -7.586 -2.354  C120 1.443, C122 1.374
122 C -1.028 -8.281 -3.535  O121 1.374, H130 1.134, H131 1.148, H132 1.097
123 N 0.880 -4.998 -0.568  C119 1.517, H133 1.011, H134 1.040
124 H -0.118 -3.751 -2.898  C118 1.105
125 H -0.622 -5.299 -3.754  C118 1.105
126 H 1.121 -4.940 -3.438  C118 1.097
127 H -1.110 -5.393 -1.203  C119 1.146
128 H 0.049 -7.536 -0.676  C120 1.069
129 H 0.947 -7.488 -2.111  C120 1.131
130 H -0.721 -9.370 -3.455  C122 1.134
131 H -0.195 -7.916 -4.236  C122 1.148
132 H -1.935 -8.396 -4.141  C122 1.097
133 H 0.619 -4.099 -0.187  N123 1.011
134 H 1.910 -4.958 -0.710  N123 1.040
135 C -2.895 3.172 -2.680  C136 1.464, H141 1.154, H142 1.090, H143 1.120
136 C -2.486 2.516 -3.923  C135 1.464, C137 1.498, N140 1.470, H144 1.092
137 C -3.753 2.267 -4.681  C136 1.498, O138 1.489, H145 1.116, H146 1.068
138 O -3.458 1.506 -5.927  C137 1.489, C139 1.390
139 C -3.293 0.176 -5.558  O138 1.390, H147 1.104, H148 1.123, H149 1.089
140 N -1.504 3.264 -4.722  C136 1.470, H150 1.047, H151 1.030
141 H -3.431 4.181 -2.845  C135 1.154
142 H -2.021 3.396 -2.067  C135 1.090
143 H -3.634 2.534 -2.131  C135 1.120
144 H -2.177 1.507 -3.638  C136 1.092
145 H -4.308 3.194 -4.963  C137 1.116
146 H -4.470 1.784 -4.053  C137 1.068
147 H -2.891 -0.365 -6.433  C139 1.104
148 H -4.180 -0.384 -5.157  C139 1.123
149 H -2.569 0.123 -4.746  C139 1.089
150 H -1.579 2.981 -5.728  N140 1.047
151 H -0.583 2.950 -4.384  N140 1.030
152 C 7.677 2.971 0.532  C153 1.499, H158 1.113, H159 1.056, H160 1.130
153 C 6.194 3.187 0.563  C152 1.499, C154 1.515, N157 1.482, H161 1.076
154 C 5.850 4.209 1.628  C153 1.515, O155 1.399, H162 1.100, H163 1.131
155 O 6.087 3.734 2.923  C154 1.399, C156 1.447
156 C 4.939 3.023 3.443  O155 1.447, H164 1.132, H165 1.105, H166 1.120
157 N 5.569 3.442 -0.756  C153 1.482, H167 1.064, H168 1.004
158 H 8.297 3.894 0.501  C152 1.113
159 H 7.913 2.204 -0.154  C152 1.056
160 H 7.952 2.504 1.524  C152 1.130
161 H 5.786 2.239 0.870  C153 1.076
162 H 4.816 4.559 1.492  C154 1.100
163 H 6.570 5.071 1.497  C154 1.131
164 H 4.494 3.538 4.348  C156 1.132
165 H 5.272 2.053 3.854  C156 1.105
166 H 4.174 2.771 2.664  C156 1.120
167 H 4.562 3.170 -0.548  N157 1.064
168 H 5.556 4.432 -0.924  N157 1.004
169 C 0.729 -0.690 -6.974  C170 1.563, H175 1.087, H176 1.113, H177 1.100
170 C 0.820 -2.003 -6.131  C169 1.563, C171 1.544, N174 1.485, H178 1.074
171 C 1.167 -3.153 -7.100  C170 1.544, O172 1.448, H179 1.100, H180 1.086
172 O 2.420 -2.809 -7.739  C171 1.448, C173 1.416
173 C 3.543 -3.149 -6.947  O172 1.416, H181 1.073, H182 1.127, H183 1.134
174 N 1.880 -1.881 -5.097  C170 1.485, H184 0.994, H185 1.037
175 H 0.072 -0.712 -7.841  C169 1.087
176 H 1.757 -0.379 -7.267  C169 1.113
177 H 0.433 0.116 -6.287  C169 1.100
178 H -0.079 -2.123 -5.556  C170 1.074
179 H 0.449 -3.249 -7.928  C171 1.100
180 H 1.255 -4.088 -6.555  C171 1.086
181 H 3.274 -3.474 -5.961  C173 1.073
182 H 4.235 -2.264 -6.858  C173 1.127
183 H 4.063 -4.025 -7.447  C173 1.134
184 H 1.518 -1.767 -4.179  N174 0.994
185 H 2.526 -1.099 -5.314  N174 1.037

Mulliken population analysis, charges in e, atoms 1 to 5:
1 C -2.32
2 C 2.12
3 C -1.43
4 C -0.62
5 C -1.49